Computed, not measured: a structure of composition C37H27LuN3O7Si at a distorted geometry, with ωB97M-V/def2-TZVPD.

Geometry (Å):
Lu 12.688 14.237 8.006
N 13.964 15.919 9.282
C 13.748 17.101 8.539
C 14.788 17.664 7.808
C 14.565 18.797 7.041
C 13.327 19.382 7.017
C 12.253 18.792 7.678
C 12.449 17.631 8.436
C 11.297 17.058 9.195
C 10.513 17.935 9.928
C 9.400 17.469 10.611
C 9.085 16.123 10.543
C 9.894 15.273 9.845
C 11.011 15.677 9.109
H 14.911 15.697 9.495
H 13.423 15.978 10.134
H 15.746 17.174 7.802
H 15.407 19.216 6.469
H 13.187 20.265 6.414
H 11.248 19.234 7.629
H 10.761 18.992 10.074
H 8.748 18.196 11.097
H 8.222 15.723 11.047
H 9.601 14.243 9.801
O 16.537 14.835 6.857
C 15.594 14.045 6.948
O 14.374 14.278 6.666
C 15.840 12.650 7.486
C 17.004 12.015 7.184
C 17.289 10.706 7.586
C 16.400 10.030 8.430
C 15.197 10.673 8.773
C 14.893 12.035 8.390
O 13.847 12.637 8.878
N 14.346 10.004 9.719
O 14.836 9.246 10.532
O 13.160 10.265 9.668
N 18.544 10.104 7.276
O 19.359 10.771 6.679
O 18.751 8.992 7.697
H 17.759 12.513 6.567
H 16.576 9.064 8.901
C 8.082 11.803 11.247
C 7.455 12.141 10.060
C 8.171 12.153 8.855
C 9.575 11.948 8.851
C 10.180 11.660 10.065
C 9.420 11.589 11.251
Si 10.675 12.365 7.292
C 11.322 10.715 6.647
C 11.009 9.482 7.259
C 11.575 8.304 6.812
C 12.439 8.332 5.751
C 12.722 9.507 5.096
C 12.190 10.699 5.556
C 9.385 12.952 6.007
C 8.903 14.224 6.024
C 7.861 14.637 5.192
C 7.328 13.762 4.246
C 7.840 12.473 4.179
C 8.807 12.058 5.078
H 7.498 11.715 12.134
H 6.405 12.323 10.063
H 7.633 12.349 7.924
H 11.240 11.450 10.078
H 9.915 11.377 12.174
H 10.346 9.507 8.095
H 11.317 7.384 7.282
H 12.835 7.397 5.333
H 13.395 9.516 4.254
H 12.480 11.671 5.087
H 9.375 14.936 6.753
H 7.487 15.655 5.235
H 6.518 14.092 3.606
H 7.406 11.770 3.496
H 9.144 11.043 5.151

lowest unoccupied orbital energy: 1.927 eV
max |F|: 0.0432 Eh/bohr
E_HOMO: -0.183 hartree
charge: -1
orbital gap: 6.9 eV

Mulliken population analysis, charges in e, atoms 1 to 8: 1.52, -0.43, 0.80, -0.82, -0.72, -0.62, -0.93, 0.52

***

Computed, not measured: a structure of composition C2H4NO2 at a distorted geometry, with ωB97M-V/def2-TZVPD.

Geometry (Å):
C -0.005 -0.139 -0.326
C 1.463 -0.020 0.203
N -2.538 0.033 -0.407
O -3.247 0.338 0.377
O -0.938 -0.398 0.368
H -0.158 -0.041 -1.317
H 2.166 -0.690 -0.282
H 1.383 -0.090 1.254
H 1.873 1.006 0.131

lowest unoccupied orbital energy: -7.242 eV
max |F|: 0.1021 Eh/bohr
E_HOMO: -0.609 hartree
charge: +1
orbital gap: 9.3 eV
energy relative to the best compared isomer or geometry (same formula, charge and spin): 75.65 kcal/mol

natural (NBO) population analysis, charges in e, atoms 1 to 8: 0.54, -0.72, 0.59, 0.05, -0.43, 0.15, 0.28, 0.25

***

Computed, not measured: a structure of composition C11H31Ba2O8 at a distorted geometry, with ωB97M-V/def2-TZVPD.

Geometry (Å):
Ba -4.515 -1.747 -2.185
Ba -0.539 -3.199 -4.383
O -0.390 -0.826 -0.281
C -1.236 -0.983 -1.261
O -0.812 -1.530 -2.355
O -2.417 -0.576 -1.056
H 0.501 -1.147 -0.608
C 3.581 -2.858 0.923
C 2.156 -2.410 0.725
O 1.877 -2.156 -0.711
H 4.249 -2.176 0.395
H 3.759 -3.846 0.495
H 3.843 -2.842 1.979
H 1.996 -1.447 1.212
H 1.417 -3.102 1.133
H 1.500 -2.952 -1.097
C 0.601 2.482 -1.002
C 0.617 2.584 0.504
O 0.903 1.341 1.145
H -0.196 1.807 -1.347
H 1.534 2.123 -1.443
H 0.394 3.445 -1.474
H -0.361 2.938 0.854
H 1.336 3.319 0.856
H 0.189 0.723 0.978
C -3.991 3.578 1.337
C -3.683 2.156 0.947
O -3.169 2.145 -0.400
H -4.226 3.648 2.399
H -4.877 3.947 0.816
H -3.158 4.234 1.093
H -4.595 1.560 1.105
H -2.891 1.765 1.595
H -2.704 1.319 -0.550
C 4.201 1.590 -3.090
C 3.809 0.448 -2.173
O 2.901 -0.436 -2.834
H 4.948 2.185 -2.560
H 3.363 2.259 -3.286
H 4.649 1.238 -4.017
H 3.417 0.894 -1.252
H 4.715 -0.107 -1.907
H 2.453 -0.975 -2.176
C -2.438 -1.048 2.647
C -2.107 -2.492 2.353
O -2.911 -3.310 3.188
H -3.396 -0.722 2.249
H -1.676 -0.435 2.146
H -2.321 -0.816 3.702
H -1.037 -2.667 2.505
H -2.349 -2.703 1.289
H -2.913 -4.220 2.879

lowest unoccupied orbital energy: -12.453 eV
max |F|: 0.0404 Eh/bohr
E_HOMO: -0.591 hartree
charge: +3
orbital gap: 3.6 eV
energy relative to the best compared isomer or geometry (same formula, charge and spin): 98.23 kcal/mol

Mulliken population analysis, charges in e, atoms 1 to 8: 1.84, 1.86, 0.26, 0.43, -0.63, -0.80, 0.10, -1.21

***

Computed, not measured: a cluster of 13 separate species, C48H114Cl6N6O22P4 in total at a distorted geometry, with ωB97M-V/def2-TZVPD.

Geometry (Å):
C 2.439 4.335 3.891
O 2.147 4.401 2.708
N 2.196 5.312 4.778
C 2.710 5.293 6.140
C 1.414 6.489 4.449
H 3.056 3.515 4.291
H 3.401 6.110 6.328
H 3.220 4.338 6.277
H 1.870 5.290 6.838
H 0.352 6.259 4.327
H 1.503 7.265 5.203
H 1.729 6.918 3.496
C -3.385 1.503 -4.767
O -4.237 0.804 -5.275
N -2.747 1.220 -3.619
C -1.771 2.155 -3.029
C -2.849 -0.062 -2.934
H -3.019 2.469 -5.154
H -0.790 1.706 -3.215
H -1.901 2.302 -1.962
H -1.756 3.105 -3.560
H -3.638 -0.733 -3.263
H -1.928 -0.613 -3.146
H -2.948 0.100 -1.864
C -5.342 -4.649 -0.846
O -5.709 -3.813 -1.644
N -4.093 -4.705 -0.294
C -3.785 -5.696 0.695
C -3.042 -3.823 -0.732
H -5.985 -5.472 -0.482
H -4.678 -6.057 1.209
H -3.254 -5.223 1.530
H -3.210 -6.551 0.330
H -3.305 -3.240 -1.608
H -2.836 -3.127 0.095
H -2.098 -4.365 -0.838
C -6.290 -4.803 2.705
O -7.337 -5.395 2.537
N -5.947 -3.625 2.136
C -4.711 -2.927 2.406
C -6.738 -3.055 1.085
H -5.565 -5.067 3.497
H -5.002 -2.041 2.979
H -4.211 -2.708 1.461
H -4.054 -3.497 3.066
H -7.714 -3.536 1.048
H -7.043 -2.003 1.201
H -6.263 -3.007 0.099
C -3.252 3.319 3.531
O -3.654 2.825 4.563
N -1.937 3.519 3.276
C -1.509 4.071 2.000
C -0.855 3.028 4.099
H -3.835 3.679 2.672
H -0.772 4.878 2.082
H -2.310 4.664 1.550
H -1.103 3.318 1.326
H -0.078 3.776 4.263
H -1.241 2.779 5.086
H -0.326 2.179 3.659
C -2.835 5.336 -1.696
O -3.175 4.506 -0.877
N -1.558 5.552 -2.077
C -1.200 6.514 -3.101
C -0.471 4.744 -1.571
H -3.528 5.996 -2.244
H -2.036 6.839 -3.711
H -0.427 6.101 -3.757
H -0.634 7.329 -2.638
H 0.076 4.271 -2.382
H 0.134 5.316 -0.860
H -0.819 3.951 -0.907
Cl -0.434 -5.570 2.606
C 0.261 -4.106 1.846
C 1.577 -3.684 2.484
Cl 2.959 -4.696 2.003
H -0.489 -3.328 1.973
H 0.369 -4.313 0.784
H 1.483 -3.731 3.568
H 1.698 -2.619 2.288
Cl 1.099 -1.389 -8.029
C 1.359 -2.736 -6.946
C 1.201 -2.301 -5.484
Cl 2.506 -1.245 -4.978
H 2.349 -3.159 -7.105
H 0.612 -3.496 -7.177
H 1.239 -3.202 -4.872
H 0.207 -1.863 -5.399
Cl 2.795 -5.382 -3.447
C 2.136 -5.849 -5.061
C 2.189 -7.368 -5.176
Cl 3.855 -8.030 -5.021
H 2.795 -5.441 -5.823
H 1.092 -5.553 -5.079
H 1.790 -7.708 -6.131
H 1.636 -7.883 -4.394
C 6.111 6.562 4.546
C 6.037 5.301 5.370
O 5.565 4.157 4.683
P 6.583 2.995 4.232
O 7.842 3.524 3.703
O 5.685 2.183 3.182
C 5.574 2.641 1.830
C 5.138 1.422 1.041
O 6.660 2.109 5.542
C 7.608 1.029 5.648
C 7.523 -0.014 4.538
H 6.308 7.429 5.176
H 7.009 6.443 3.930
H 5.294 6.738 3.848
H 7.019 5.161 5.830
H 5.405 5.486 6.243
H 4.818 3.429 1.759
H 6.519 3.041 1.459
H 4.233 0.934 1.401
H 4.856 1.698 0.016
H 5.931 0.690 0.891
H 8.605 1.469 5.663
H 7.390 0.547 6.597
H 7.669 0.388 3.532
H 8.311 -0.749 4.688
H 6.516 -0.432 4.497
C 2.010 2.201 -0.806
C 1.174 1.952 0.455
O -0.120 1.427 0.138
P -0.323 -0.153 0.173
O 0.486 -0.845 1.211
O -1.883 -0.336 0.230
C -2.753 0.259 1.213
C -2.457 -0.107 2.663
O 0.034 -0.700 -1.271
C 0.250 -2.089 -1.495
C 1.775 -2.297 -1.604
H 2.895 2.769 -0.512
H 2.247 1.259 -1.305
H 1.531 2.814 -1.570
H 1.736 1.284 1.105
H 1.110 2.942 0.905
H -2.618 1.335 1.057
H -3.781 0.073 0.908
H -1.475 0.164 3.049
H -3.202 0.343 3.320
H -2.492 -1.193 2.773
H -0.218 -2.727 -0.739
H -0.293 -2.412 -2.389
H 2.129 -2.053 -0.601
H 2.015 -3.333 -1.837
H 2.156 -1.628 -2.370
C 5.746 -2.143 -7.429
C 7.043 -2.659 -6.787
O 7.034 -2.508 -5.360
P 6.668 -3.745 -4.432
O 5.457 -4.456 -4.870
O 8.015 -4.599 -4.396
C 8.271 -5.804 -5.105
C 7.441 -6.945 -4.522
O 6.616 -3.103 -2.982
C 5.538 -3.369 -2.077
C 5.856 -2.622 -0.793
H 5.839 -2.104 -8.515
H 4.878 -2.725 -7.133
H 5.627 -1.100 -7.130
H 7.170 -3.724 -6.990
H 7.923 -2.119 -7.126
H 8.155 -5.808 -6.189
H 9.298 -6.037 -4.814
H 7.799 -7.918 -4.883
H 7.397 -6.953 -3.437
H 6.450 -6.971 -4.976
H 4.534 -3.158 -2.455
H 5.486 -4.449 -1.899
H 4.977 -2.788 -0.163
H 6.688 -3.097 -0.272
H 6.097 -1.581 -0.990
C -7.395 -0.277 4.383
C -8.430 0.506 3.610
O -7.692 1.406 2.738
P -8.192 1.484 1.205
O -8.062 0.229 0.462
O -9.651 2.109 1.375
C -10.287 2.853 0.303
C -11.637 3.314 0.844
O -7.316 2.708 0.605
C -5.976 2.455 0.208
C -5.750 1.709 -1.083
H -6.967 -1.051 3.745
H -6.581 0.350 4.744
H -7.843 -0.752 5.259
H -9.179 -0.110 3.105
H -9.071 1.181 4.186
H -9.622 3.707 0.147
H -10.274 2.258 -0.609
H -12.160 3.974 0.158
H -12.195 2.384 0.983
H -11.565 3.751 1.837
H -5.516 3.433 0.041
H -5.391 2.054 1.044
H -6.206 0.720 -1.132
H -6.270 2.273 -1.867
H -4.709 1.748 -1.401

lowest unoccupied orbital energy: 0.263 eV
max |F|: 0.0442 Eh/bohr
E_HOMO: -0.323 hartree
orbital gap: 9.1 eV
energy relative to the best compared isomer or geometry (same formula, charge and spin): 0.00 kcal/mol

Mulliken population analysis, charges in e, atoms 1 to 8: 0.09, -0.70, 0.38, -1.11, -0.95, 0.29, 0.35, 0.32

***

Computed, not measured: the ion C4H5Cl3N3 with charge +1 at a distorted geometry, with ωB97M-V/def2-TZVPD.

Geometry (Å):
C 0.553 -1.920 -1.255
C -1.004 -0.596 -0.417
C -0.506 0.736 -0.317
C 1.589 -0.289 0.204
N 1.526 -1.268 -0.632
N -0.682 -1.554 -1.204
N -0.914 1.615 0.775
Cl -1.883 -1.010 1.060
Cl 2.529 1.050 -0.149
Cl 1.250 -0.627 1.921
H 0.863 -2.770 -1.829
H -0.252 1.240 -1.142
H -0.625 1.060 1.672
H -1.900 1.806 0.572
H -0.544 2.528 0.741

lowest unoccupied orbital energy: -4.622 eV
max |F|: 0.0958 Eh/bohr
E_HOMO: -0.493 hartree
charge: +1
orbital gap: 8.8 eV
energy relative to the best compared isomer or geometry (same formula, charge and spin): 38.03 kcal/mol

natural (NBO) population analysis, charges in e, atoms 1 to 8: 0.38, 0.31, -0.25, 0.22, -0.51, -0.51, -0.71, 0.01

***

Computed, not measured: a structure of composition C22H38IrNO2P3 at a distorted geometry, with ωB97M-V/def2-TZVPD.

Geometry (Å):
P -3.321 2.588 1.584
C -2.605 2.920 3.242
H -3.306 3.534 3.824
H -1.650 3.448 3.137
H -2.412 1.974 3.763
C -4.737 3.754 1.684
H -5.358 3.669 0.784
H -4.359 4.783 1.729
H -5.355 3.551 2.571
C -4.144 0.985 1.981
H -5.066 1.166 2.555
H -3.454 0.348 2.554
H -4.388 0.474 1.041
P 0.657 -3.876 0.305
C 1.623 -4.091 1.840
H 1.940 -5.141 1.909
H 0.987 -3.805 2.692
H 2.484 -3.406 1.821
C -0.647 -5.129 0.494
H -1.230 -5.147 -0.438
H -1.309 -4.819 1.314
H -0.138 -6.086 0.686
C 1.662 -4.708 -0.969
H 1.886 -5.714 -0.584
H 2.562 -4.111 -1.175
H 1.059 -4.742 -1.889
P 3.031 0.789 -1.891
C 4.453 1.257 -0.893
H 5.293 1.541 -1.543
H 4.794 0.438 -0.247
H 4.220 2.126 -0.265
C 3.491 0.085 -3.464
H 3.758 0.898 -4.155
H 2.617 -0.438 -3.877
H 4.349 -0.595 -3.367
C 1.996 2.190 -2.290
H 2.359 2.605 -3.245
H 2.061 2.953 -1.500
H 0.956 1.845 -2.405
Ir -0.613 -0.539 -1.229
C -0.570 -0.989 0.644
O -0.606 -1.299 1.769
C 1.816 -0.433 -1.071
O 2.212 -1.273 -0.289
C -0.751 -1.411 -3.185
C -0.979 -0.044 -3.248
C -1.923 0.559 -2.414
C -2.626 -0.201 -1.475
C -2.395 -1.583 -1.405
C -1.434 -2.180 -2.236
H 0.002 -1.877 -3.820
H -0.385 0.565 -3.921
H -1.985 1.640 -2.393
H -3.282 0.284 -0.761
H -2.883 -2.185 -0.645
H -1.181 -3.229 -2.099
C 1.564 3.337 2.453
C 2.139 2.081 2.661
C 1.665 0.990 1.917
N 0.688 1.112 1.016
C 0.084 2.284 0.876
C 0.506 3.439 1.550
H 1.928 4.216 2.988
H 2.941 1.919 3.376
H 2.103 -0.001 2.066
H -0.781 2.330 0.205
H -0.016 4.373 1.357

lowest unoccupied orbital energy (alpha / beta): -11.600 / -14.550 eV
spin multiplicity: 6
max |F|: 0.1643 Eh/bohr
E_HOMO (alpha / beta): -0.641 / -0.747 hartree
charge: +4
orbital gap (alpha / beta): 5.9 / 5.8 eV
energy relative to the best compared isomer or geometry (same formula, charge and spin): 0.00 kcal/mol

natural (NBO) population analysis, charges in e, atoms 1 to 8: 1.30, -0.95, 0.30, 0.27, 0.27, -0.95, 0.28, 0.29

***

Computed, not measured: a structure of composition C2O2S4Si at a distorted geometry, with ωB97M-V/def2-TZVPD.

Geometry (Å):
C -2.393 -0.840 0.729
C 1.645 -0.509 0.014
O 0.131 2.897 -1.091
O 1.238 0.754 0.489
Si 0.646 1.464 -0.876
S -3.149 -1.594 -0.394
S 2.248 -1.653 0.993
S -1.608 -0.089 1.854
S 1.243 -0.429 -1.718

lowest unoccupied orbital energy: -1.030 eV
max |F|: 0.0379 Eh/bohr
E_HOMO: -0.362 hartree
orbital gap: 8.8 eV
energy relative to the best compared isomer or geometry (same formula, charge and spin): 15.99 kcal/mol

natural (NBO) population analysis, charges in e, atoms 1 to 8: -0.38, -0.05, -1.12, -0.86, 2.01, 0.20, 0.11, 0.18

***

Computed, not measured: a structure of composition C19H43OOsP3S at a distorted geometry, with ωB97M-V/def2-TZVPD.

Geometry (Å):
Os -0.287 0.366 -0.545
P -2.042 -1.051 -0.258
P 0.858 -0.118 1.356
P 1.149 -1.179 -1.728
H -0.887 3.965 -1.340
C -1.502 3.564 -2.174
C -2.697 2.981 -2.099
H -3.217 2.663 -1.198
C -3.570 -0.212 0.233
C -1.920 -2.436 0.930
C -2.485 -1.811 -1.861
C 2.392 0.873 1.476
C -0.007 0.278 2.932
C 1.495 -1.805 1.769
C 1.194 -1.384 -3.551
C 1.115 -3.004 -1.329
C 2.953 -0.748 -1.627
H -1.185 3.852 -3.185
H -3.271 2.920 -3.041
H -3.638 0.783 -0.221
H -3.635 -0.125 1.325
H -4.406 -0.828 -0.123
H -1.920 -2.047 1.956
H -1.024 -3.049 0.783
H -2.805 -3.072 0.794
H -2.538 -1.026 -2.629
H -3.471 -2.290 -1.750
H -1.739 -2.560 -2.156
H 3.265 0.212 1.515
H 2.370 1.478 2.393
H 2.485 1.540 0.611
H 0.582 -0.116 3.778
H -0.997 -0.198 2.942
H -0.129 1.360 3.070
H 2.585 -1.779 1.886
H 1.265 -2.549 1.002
H 1.065 -2.168 2.714
H 1.905 -2.187 -3.817
H 1.526 -0.452 -4.026
H 0.196 -1.641 -3.923
H 1.074 -3.572 -2.274
H 0.251 -3.290 -0.714
H 2.048 -3.273 -0.811
H 3.485 -1.243 -2.462
H 3.412 -1.064 -0.680
H 3.077 0.340 -1.749
C -0.354 1.386 -3.900
C 0.788 2.253 -3.854
C 1.635 2.422 -4.942
C 1.298 1.869 -6.179
C 0.141 1.073 -6.280
C -0.739 0.941 -5.218
O -0.995 0.999 -2.841
H 0.762 1.160 -1.574
H 1.013 2.787 -2.937
H 2.558 2.981 -4.820
H 1.947 2.051 -7.045
H -0.039 0.512 -7.196
H -1.734 0.459 -5.285
C -2.170 2.596 1.995
S -1.126 2.387 0.486
C 0.034 3.778 0.834
H -2.746 3.521 1.759
H -1.582 2.739 2.911
H -2.861 1.745 2.072
H -0.213 4.608 0.161
H 1.089 3.496 0.707
H -0.158 4.123 1.856

lowest unoccupied orbital energy (alpha / beta): -12.506 / -16.514 eV
spin multiplicity: 5
max |F|: 0.0721 Eh/bohr
E_HOMO (alpha / beta): -0.778 / -0.768 hartree
charge: +4
orbital gap (alpha / beta): 8.7 / 4.4 eV
energy relative to the best compared isomer or geometry (same formula, charge and spin): 0.00 kcal/mol

natural (NBO) population analysis, charges in e, atoms 1 to 8: 0.15, 1.11, 1.19, 1.07, 0.19, -0.39, -0.32, 0.19